# 1
ORCA calculation (wB97M-V/def2-TZVPD) on 13 unconnected molecules or ions with the total composition C70H194N27O17P9S4.

Each line ends with the Mulliken charge.
Atoms and positions in Å:
C 4.228 -4.839 4.815  -0.404
C 4.182 -4.461 6.344  -0.831
C 3.159 -3.355 6.487  -0.491
S 3.298 -2.251 5.020  1.230
O 4.154 -1.072 5.271  -0.836
O 1.955 -2.101 4.402  -0.362
C 4.310 -3.553 3.998  -0.657
H 3.281 -5.317 4.561  0.062
H 5.063 -5.492 4.561  0.445
H 5.185 -4.157 6.644  0.345
H 3.890 -5.335 6.926  0.410
H 3.087 -2.728 7.375  0.292
H 2.203 -3.861 6.358  0.229
H 5.325 -3.159 3.931  0.449
H 3.941 -3.460 2.976  0.117
C -3.910 1.372 4.375  0.316
C -4.407 2.681 3.757  -0.397
C -3.510 3.919 4.282  -0.947
S -1.966 3.104 5.008  0.941
O -2.076 3.098 6.454  -0.783
O -0.736 3.613 4.396  -0.399
C -2.375 1.392 4.453  1.560
H -4.262 0.509 3.811  -0.928
H -4.271 1.282 5.399  0.406
H -5.480 2.853 3.835  0.643
H -4.205 2.563 2.692  -0.046
H -3.963 4.450 5.119  0.555
H -3.245 4.670 3.536  0.280
H -1.936 0.627 5.094  0.130
H -1.961 1.384 3.444  -1.435
C 2.553 4.058 5.188  -0.204
C 2.471 2.553 5.060  1.229
C 3.408 2.114 3.925  -0.627
S 4.970 3.148 4.177  1.095
O 5.250 3.911 2.964  -0.544
O 6.027 2.431 4.851  -0.750
C 4.093 4.270 5.378  -0.990
H 1.952 4.395 6.033  0.578
H 2.128 4.521 4.297  -0.329
H 1.473 2.358 4.668  -0.782
H 2.584 2.031 6.010  0.057
H 3.006 2.533 3.002  0.060
H 3.702 1.070 3.822  0.392
H 4.468 5.284 5.237  0.550
H 4.427 3.942 6.363  0.346
C 0.659 -5.210 1.766  1.273
C -0.630 -4.707 2.401  0.398
C -1.759 -5.462 1.768  -0.535
S -1.128 -7.153 1.372  1.076
O -1.272 -7.375 -0.096  -0.586
O -1.582 -8.147 2.349  -0.707
C 0.633 -6.690 1.783  -0.999
H 1.475 -4.796 2.357  -0.596
H 0.752 -4.783 0.767  -0.622
H -0.733 -3.638 2.215  -0.531
H -0.626 -4.965 3.460  0.648
H -1.849 -5.088 0.748  0.075
H -2.740 -5.399 2.238  0.229
H 1.205 -7.359 1.140  0.489
H 0.851 -7.033 2.794  0.322
O 3.123 8.278 0.706  -0.888
P 2.549 7.196 -0.127  0.477
N 1.849 7.662 -1.684  0.073
C 0.919 6.868 -2.444  -1.048
C 2.687 8.483 -2.493  -1.123
N 1.236 6.459 0.701  0.342
C 1.348 5.471 1.709  -0.117
C -0.102 7.028 0.651  -1.051
N 3.703 5.873 -0.494  0.108
C 3.627 4.933 -1.659  -0.482
C 4.889 5.688 0.300  -1.185
H 1.267 6.882 -3.477  0.809
H -0.075 7.294 -2.307  0.362
H 0.970 5.851 -2.056  -0.108
H 2.092 8.910 -3.300  0.507
H 3.595 8.006 -2.863  0.284
H 3.065 9.291 -1.866  0.380
H 2.228 4.838 1.589  0.111
H 1.547 5.947 2.669  0.417
H 0.454 4.851 1.780  -0.420
H -0.114 8.066 0.983  0.491
H -0.545 6.984 -0.344  -0.058
H -0.856 6.446 1.182  0.577
H 3.157 4.016 -1.303  0.030
H 3.157 5.464 -2.487  0.143
H 4.589 4.656 -2.090  0.486
H 5.605 5.017 -0.175  0.482
H 4.640 5.453 1.335  0.287
H 5.474 6.592 0.472  0.319
O -5.036 3.305 -0.389  -0.881
P -3.988 3.507 -1.429  -0.378
N -2.483 3.707 -0.629  1.368
C -2.487 4.247 0.795  -0.313
C -1.183 3.942 -1.343  0.579
N -4.171 4.878 -2.410  0.459
C -5.227 4.798 -3.382  -1.033
C -3.855 6.241 -1.864  -0.774
N -3.618 2.160 -2.481  1.002
C -3.783 0.879 -1.956  -1.332
C -2.661 2.192 -3.645  -0.670
H -1.569 4.660 1.214  -0.633
H -2.777 3.382 1.392  -0.361
H -3.288 4.979 0.894  0.582
H -0.896 3.036 -1.878  -0.942
H -0.389 4.022 -0.600  -0.825
H -1.171 4.775 -2.045  0.640
H -6.139 4.406 -2.932  0.351
H -5.480 5.776 -3.791  0.434
H -5.084 4.007 -4.118  0.146
H -3.932 6.954 -2.684  0.414
H -4.518 6.337 -1.004  0.318
H -2.857 6.318 -1.432  0.047
H -3.878 0.063 -2.672  0.003
H -2.953 0.549 -1.330  0.012
H -4.627 0.855 -1.267  0.657
H -3.216 1.983 -4.559  0.662
H -1.864 1.469 -3.469  -0.276
H -2.215 3.170 -3.825  0.204
O 6.773 0.722 -3.133  -0.893
P 7.198 0.407 -1.755  0.413
N 6.258 1.288 -0.583  0.467
C 5.758 2.550 -1.007  -1.345
C 6.103 0.957 0.816  -1.290
N 8.874 0.716 -1.370  0.081
C 9.802 0.740 -2.605  -0.986
C 9.560 0.361 -0.039  -0.855
N 7.047 -1.282 -1.398  0.688
C 8.011 -2.384 -1.722  -1.191
C 5.785 -1.691 -1.063  -1.169
H 5.176 3.046 -0.230  0.404
H 5.103 2.521 -1.878  0.429
H 6.625 3.169 -1.237  0.392
H 5.047 0.767 1.009  0.256
H 6.371 1.786 1.471  0.557
H 6.725 0.105 1.092  0.392
H 10.740 1.174 -2.259  0.424
H 10.102 -0.226 -3.011  0.296
H 9.447 1.379 -3.415  0.281
H 9.144 0.970 0.764  0.216
H 9.362 -0.675 0.235  0.299
H 10.636 0.500 -0.148  0.350
H 7.716 -3.366 -1.352  0.349
H 8.052 -2.380 -2.812  0.370
H 8.951 -2.136 -1.229  0.326
H 5.417 -2.194 -1.957  0.566
H 5.082 -0.898 -0.809  0.033
H 5.758 -2.323 -0.176  0.229
O -1.225 -2.932 8.753  -0.913
P -1.002 -1.492 8.691  0.289
N -0.334 -1.073 7.164  1.167
C 0.298 0.255 6.902  -0.478
C -0.812 -1.715 5.941  -1.232
N 0.184 -0.943 9.893  0.148
C -0.364 -1.003 11.285  -1.192
C 1.556 -1.483 9.828  -0.655
N -2.355 -0.435 8.795  0.397
C -3.676 -0.908 8.279  -0.626
C -2.316 1.005 8.961  -1.055
H -0.421 1.001 7.240  -0.027
H 0.436 0.361 5.826  -0.095
H 1.329 0.307 7.251  0.299
H -0.450 -1.266 5.015  0.062
H -1.902 -1.725 5.943  0.309
H -0.432 -2.734 5.869  0.143
H -1.259 -0.392 11.407  0.370
H -0.591 -2.005 11.648  0.335
H 0.337 -0.455 11.913  0.438
H 1.514 -2.552 10.041  0.359
H 2.017 -1.438 8.841  -0.149
H 2.197 -1.041 10.590  0.432
H -3.932 -0.195 7.495  0.146
H -3.549 -1.930 7.921  -0.013
H -4.392 -0.914 9.100  0.379
H -1.465 1.188 9.618  0.374
H -3.195 1.288 9.540  0.478
H -2.126 1.582 8.056  0.134
O -5.995 -1.617 5.917  -0.917
P -5.923 -2.848 5.186  0.469
N -7.411 -3.637 4.940  0.362
C -7.593 -4.623 3.920  -1.376
C -8.486 -3.474 5.843  -1.135
N -4.955 -4.132 5.796  0.665
C -4.785 -5.406 5.133  -1.012
C -4.978 -4.283 7.233  -1.362
N -5.358 -2.563 3.622  0.509
C -6.124 -1.851 2.574  -1.049
C -3.954 -2.575 3.402  -0.140
H -6.764 -4.667 3.215  0.345
H -8.446 -4.281 3.333  0.480
H -7.957 -5.564 4.333  0.444
H -9.255 -4.242 5.756  0.377
H -8.951 -2.491 5.775  0.288
H -8.056 -3.579 6.839  0.318
H -4.089 -6.115 5.582  0.383
H -5.783 -5.844 5.106  0.363
H -4.452 -5.333 4.098  0.164
H -5.304 -3.436 7.836  0.405
H -5.717 -5.031 7.518  0.381
H -4.107 -4.760 7.683  0.380
H -5.811 -2.371 1.669  0.405
H -7.168 -2.063 2.806  0.326
H -5.873 -0.792 2.525  0.105
H -3.609 -1.574 3.143  -0.562
H -3.674 -3.301 2.640  0.076
H -3.390 -2.871 4.287  0.277
O 0.309 -4.524 -6.155  -0.933
P 1.477 -4.961 -5.324  0.636
N 0.956 -5.546 -3.810  0.580
C 0.233 -4.610 -2.963  -0.854
C 0.442 -6.851 -3.585  -0.986
N 2.547 -3.689 -4.960  0.353
C 2.435 -2.397 -5.626  -1.112
C 3.593 -3.927 -3.981  -1.031
N 2.485 -6.252 -5.977  0.301
C 3.487 -7.030 -5.290  -1.024
C 2.292 -6.551 -7.397  -1.064
H -0.853 -4.692 -3.013  0.423
H 0.509 -3.592 -3.235  0.002
H 0.449 -4.803 -1.912  0.087
H -0.496 -6.860 -4.140  0.389
H 0.363 -7.065 -2.519  0.215
H 1.070 -7.588 -4.085  0.196
H 1.431 -2.149 -5.969  0.255
H 2.687 -1.574 -4.958  0.329
H 3.060 -2.411 -6.519  0.400
H 4.040 -2.945 -3.826  0.390
H 3.127 -4.078 -3.007  0.354
H 4.416 -4.615 -4.176  0.255
H 4.336 -7.301 -5.918  0.382
H 4.013 -6.488 -4.504  0.190
H 3.143 -7.974 -4.868  0.336
H 3.230 -6.476 -7.947  0.275
H 1.466 -5.954 -7.782  0.243
H 1.984 -7.595 -7.440  0.384
O 0.618 5.065 -5.332  -0.823
P 0.706 4.103 -6.437  -0.045
N -0.750 3.934 -7.470  0.373
C -1.032 4.952 -8.428  -0.901
C -1.917 3.496 -6.721  -0.674
N 1.062 2.516 -5.955  0.519
C 0.664 1.373 -6.790  -0.911
C 1.596 2.219 -4.655  -0.606
N 2.110 4.270 -7.454  0.316
C 3.322 4.709 -6.820  -0.901
C 2.158 3.805 -8.876  -1.065
H -1.364 5.829 -7.871  0.354
H -1.896 4.661 -9.025  0.308
H -0.152 5.168 -9.034  0.182
H -1.650 2.661 -6.072  -0.327
H -2.599 3.126 -7.486  0.476
H -2.606 4.212 -6.272  0.435
H 1.314 0.542 -6.518  0.348
H -0.342 1.063 -6.507  0.400
H 0.620 1.593 -7.856  0.168
H 0.906 2.581 -3.893  0.299
H 1.975 1.232 -4.390  0.026
H 2.359 2.995 -4.589  0.075
H 3.194 5.753 -6.536  0.267
H 3.559 3.988 -6.038  0.227
H 4.111 4.757 -7.571  0.431
H 1.431 3.017 -9.070  0.333
H 3.119 3.400 -9.194  0.405
H 1.758 4.594 -9.513  0.313
O -0.363 0.727 -1.383  -0.499
P 0.071 -0.192 -0.264  -1.528
N 1.527 -1.003 -0.589  1.226
C 2.261 -0.725 -1.858  0.094
C 2.204 -1.861 0.463  0.107
N -1.094 -1.401 0.147  1.511
C -2.397 -1.079 0.755  -0.290
C -1.178 -2.567 -0.747  -0.693
N 0.416 0.606 1.233  0.502
C 0.089 2.042 1.437  1.390
C 0.542 -0.060 2.491  1.075
H 2.618 0.305 -1.863  0.336
H 1.595 -0.901 -2.703  0.178
H 3.152 -1.347 -1.946  -0.661
H 2.778 -1.264 1.172  -0.066
H 2.937 -2.565 0.069  0.599
H 1.430 -2.390 1.019  -0.764
H -2.745 -1.977 1.266  0.162
H -2.255 -0.408 1.602  -0.226
H -3.169 -0.769 0.051  0.090
H -2.152 -3.046 -0.851  0.625
H -0.947 -2.184 -1.741  0.458
H -0.497 -3.324 -0.359  -0.793
H 0.782 2.366 2.213  -0.317
H 0.257 2.599 0.516  -0.394
H -0.951 2.173 1.736  -0.683
H -0.380 0.058 3.061  -0.116
H 1.448 0.220 3.028  -0.284
H 0.667 -1.140 2.407  -0.540
O -5.520 -3.202 -5.511  -0.893
P -4.827 -2.123 -6.248  0.294
N -5.711 -0.618 -6.405  0.360
C -5.962 0.115 -5.143  -1.128
C -6.929 -0.694 -7.279  -1.115
N -4.474 -2.530 -7.940  0.251
C -4.316 -3.983 -8.331  -0.973
C -4.219 -1.548 -9.059  -1.176
N -3.280 -1.664 -5.698  0.662
C -2.556 -0.496 -6.197  -0.880
C -2.379 -2.581 -5.015  -1.094
H -5.991 1.204 -5.185  0.308
H -5.241 -0.300 -4.438  0.296
H -6.934 -0.224 -4.784  0.432
H -6.822 -0.939 -8.336  0.236
H -7.560 0.195 -7.276  0.399
H -7.575 -1.464 -6.858  0.433
H -4.092 -4.139 -9.386  0.402
H -3.529 -4.460 -7.746  0.214
H -5.267 -4.484 -8.154  0.309
H -3.182 -1.681 -9.367  0.364
H -4.930 -1.707 -9.870  0.363
H -4.349 -0.559 -8.620  0.399
H -2.122 -0.047 -5.303  0.051
H -1.790 -0.717 -6.940  0.235
H -3.287 0.149 -6.685  0.426
H -2.696 -2.806 -3.997  0.396
H -1.393 -2.135 -4.883  0.259
H -2.390 -3.501 -5.599  0.235

## Properties
Kohn-Sham gap: 7.641 eV
ΔE to the lowest compared entry with this formula, charge and spin: 652.2 kJ/mol
Calculated total energy: -277719.793 eV


# 2
ORCA calculation (wB97M-V/def2-TZVPD) on 5 unconnected molecules or ions with the total composition C70H41F3N2O11S2.

Each line ends with the Mulliken charge.
Atoms and positions in Å:
O 4.612 -2.718 -3.198  -0.497
S 3.480 -2.131 -2.317  0.917
O 3.834 -0.660 -1.877  -0.608
C 1.815 -2.209 -3.251  0.090
C 1.468 -3.709 -3.900  -0.389
C 0.042 -3.911 -4.682  -0.652
C -0.958 -2.584 -4.765  0.526
C -2.420 -2.865 -5.528  -0.765
O -3.058 -3.999 -4.841  -0.332
C -4.091 -3.568 -3.886  0.471
C -4.013 -2.210 -2.938  0.104
C -5.231 -1.814 -1.887  -0.276
C -6.614 -2.726 -1.692  -0.517
C -6.672 -4.110 -2.607  -0.270
C -5.458 -4.504 -3.659  -0.492
C -0.581 -1.107 -4.161  0.265
N -1.398 0.189 -4.175  -0.463
S -0.434 1.396 -3.339  0.227
N 1.043 0.527 -2.877  -0.434
C 0.845 -0.892 -3.377  0.465
C 3.177 -3.150 -0.729  0.724
F 3.180 -4.585 -1.164  -0.203
F 4.146 -2.845 0.349  -0.187
F 1.753 -2.824 -0.345  -0.201
H 2.252 -4.601 -3.786  0.322
H -0.267 -4.953 -5.149  0.312
H -3.069 -1.892 -5.585  0.407
H -2.114 -3.266 -6.609  0.318
H -3.085 -1.488 -2.986  0.092
H -5.190 -0.837 -1.204  0.252
H -7.489 -2.416 -0.944  0.287
H -7.595 -4.845 -2.524  0.271
H -5.555 -5.491 -4.281  0.273
O -4.211 1.775 0.409  -0.739
C -3.518 2.561 1.044  0.504
C -2.100 2.253 1.321  0.505
C -1.541 1.064 0.836  -1.025
C -0.192 0.785 1.059  -0.492
C 0.601 1.690 1.764  -0.818
C 0.042 2.867 2.264  -0.366
C -1.313 3.146 2.047  0.354
C -1.901 4.385 2.594  0.306
O -1.223 5.143 3.278  -0.652
C -3.312 4.703 2.301  0.113
C -3.869 5.894 2.785  -0.558
C -5.193 6.218 2.484  -0.570
C -5.962 5.358 1.701  -0.482
C -5.413 4.163 1.229  -0.569
C -4.086 3.832 1.535  0.400
H -2.153 0.355 0.280  0.725
H 0.242 -0.137 0.678  0.624
H 1.656 1.478 1.928  0.416
H 0.666 3.567 2.818  0.468
H -3.274 6.573 3.392  0.592
H -5.623 7.145 2.857  0.408
H -6.991 5.615 1.458  0.387
H -6.021 3.495 0.621  0.447
O -1.112 7.905 10.441  -0.677
C -1.143 8.435 9.337  0.640
C -0.606 7.733 8.154  0.189
C -0.077 6.443 8.294  -0.570
C 0.396 5.757 7.174  -0.563
C 0.341 6.354 5.915  -0.254
C -0.169 7.646 5.776  -0.714
C -0.638 8.339 6.899  0.306
C -1.159 9.712 6.745  0.558
O -1.137 10.265 5.652  -0.684
C -1.714 10.406 7.924  0.198
C -2.245 11.695 7.782  -0.518
C -2.802 12.346 8.884  -0.459
C -2.832 11.714 10.126  -0.450
C -2.290 10.435 10.273  -0.556
C -1.725 9.781 9.170  0.158
H -0.036 5.969 9.273  0.455
H 0.802 4.754 7.284  0.401
H 0.698 5.815 5.040  0.393
H -0.204 8.108 4.791  0.470
H -2.229 12.193 6.814  0.451
H -3.217 13.345 8.771  0.385
H -3.275 12.218 10.983  0.394
H -2.315 9.950 11.247  0.449
O 6.221 -4.832 -7.385  -0.687
C 6.665 -3.786 -7.843  0.551
C 6.902 -2.625 -6.961  0.334
C 6.637 -2.730 -5.589  -0.714
C 6.896 -1.651 -4.743  -0.337
C 7.420 -0.467 -5.262  -0.676
C 7.668 -0.354 -6.631  -0.538
C 7.403 -1.433 -7.483  0.249
C 7.652 -1.298 -8.932  0.638
O 8.040 -0.233 -9.398  -0.679
C 7.434 -2.465 -9.810  0.156
C 7.701 -2.358 -11.182  -0.551
C 7.530 -3.465 -12.014  -0.450
C 7.093 -4.678 -11.482  -0.455
C 6.812 -4.782 -10.118  -0.535
C 6.978 -3.671 -9.281  0.199
H 6.233 -3.653 -5.176  0.503
H 6.694 -1.736 -3.678  0.460
H 7.634 0.370 -4.601  0.404
H 8.073 0.575 -7.029  0.452
H 8.047 -1.416 -11.603  0.451
H 7.742 -3.382 -13.078  0.391
H 6.969 -5.544 -12.130  0.389
H 6.469 -5.732 -9.711  0.445
O -0.355 -8.359 4.284  -0.689
C -0.883 -7.457 3.646  0.662
C -2.115 -6.810 4.142  0.199
C -2.670 -7.220 5.361  -0.578
C -3.811 -6.587 5.855  -0.455
C -4.399 -5.545 5.137  -0.471
C -3.857 -5.148 3.914  -0.582
C -2.716 -5.786 3.412  0.221
C -2.161 -5.370 2.109  0.565
O -2.721 -4.508 1.442  -0.761
C -0.919 -6.003 1.622  0.215
C -0.363 -5.591 0.404  -0.898
C 0.829 -6.159 -0.048  -0.275
C 1.469 -7.136 0.714  -0.624
C 0.909 -7.559 1.922  -0.646
C -0.291 -6.994 2.375  0.339
H -2.214 -8.028 5.929  0.452
H -4.239 -6.903 6.804  0.389
H -5.281 -5.043 5.529  0.391
H -4.324 -4.337 3.357  0.489
H -0.854 -4.824 -0.194  0.681
H 1.261 -5.835 -0.992  0.496
H 2.403 -7.572 0.367  0.416
H 1.413 -8.325 2.509  0.451

## Properties
Kohn-Sham gap: 5.709 eV
SMILES: O=S(=O)(c1ccc(COc2ccccc2)c2nsnc12)C(F)(F)F.O=C1c2ccccc2C(=O)c2ccccc21.O=C1c2ccccc2C(=O)c2ccccc21.O=C1c2ccccc2C(=O)c2ccccc21.O=C1c2ccccc2C(=O)c2ccccc21
Calculated total energy: -128560.925 eV


Q: Which of these has the highest calculated total energy?
A: C70H41F3N2O11S2